No. 1
ORCA calculation (wB97M-V/def2-TZVPD) on C52H53BrCl2N3O8P2Rb as an isolated structure.

Summary:
E_tot: -6980.69775 hartree
Total charge: -2
ΔE to the lowest compared entry with this formula, charge and spin: 121.1 kJ/mol

Element x y z (Å)
Rb 0.290 0.586 -0.357
C -0.696 -2.231 -2.880
P -1.890 -0.936 -2.274
C -2.585 -0.405 -3.913
C -1.766 -0.213 -5.033
C -2.267 0.337 -6.212
C -3.603 0.704 -6.304
C -4.434 0.510 -5.204
C -3.930 -0.032 -4.029
C -3.261 -2.083 -1.767
C -3.882 -3.010 -2.608
C -4.875 -3.854 -2.132
C -5.266 -3.788 -0.796
C -4.657 -2.873 0.052
C -3.661 -2.026 -0.432
C -0.176 -3.018 -1.715
C -0.183 -4.390 -1.527
C 0.456 -4.612 -0.272
C 0.802 -3.355 0.198
C 1.369 -2.992 1.539
P -0.063 -2.396 2.611
C 0.372 -0.680 3.121
C -0.717 0.144 3.428
C -0.531 1.427 3.931
C 0.754 1.911 4.135
C 1.845 1.121 3.795
C 1.656 -0.158 3.283
C 0.255 -3.353 4.182
C 1.102 -2.993 5.234
C 1.302 -3.845 6.317
C 0.662 -5.076 6.375
C -0.189 -5.447 5.343
C -0.391 -4.592 4.265
N 0.437 -2.379 -0.681
H 0.119 -1.675 -3.362
H -1.167 -2.882 -3.618
H -0.716 -0.475 -4.976
H -1.604 0.487 -7.060
H -3.995 1.144 -7.215
H -5.479 0.792 -5.263
H -4.585 -0.154 -3.173
H -3.588 -3.067 -3.652
H -5.347 -4.568 -2.800
H -6.036 -4.453 -0.420
H -4.956 -2.815 1.093
H -3.179 -1.310 0.229
H -0.607 -5.126 -2.203
H 0.620 -5.558 0.239
H 2.110 -2.191 1.445
H 1.827 -3.850 2.025
H -1.722 -0.229 3.252
H -1.391 2.059 4.140
H 0.906 2.911 4.526
H 2.851 1.510 3.906
H 2.523 -0.742 2.992
H 1.606 -2.036 5.218
H 1.966 -3.541 7.120
H 0.820 -5.737 7.220
H -0.704 -6.401 5.380
H -1.058 -4.886 3.460
C 3.197 5.528 5.599
C 2.955 6.359 4.325
C 4.314 6.815 3.772
C 2.168 7.612 4.713
C 2.202 5.502 3.301
C 2.855 4.491 2.593
C 2.134 3.674 1.754
Br 3.065 2.343 0.750
C 0.717 3.710 1.553
O 0.157 2.815 0.826
C 0.077 4.817 2.215
C 0.836 5.634 3.058
C -1.397 5.238 2.004
C -2.085 5.475 3.364
C -2.268 4.235 1.243
C -1.408 6.557 1.209
H 3.729 6.115 6.361
H 3.794 4.640 5.368
H 2.244 5.194 6.018
H 4.829 7.447 4.506
H 4.179 7.387 2.849
H 4.965 5.965 3.549
H 2.776 8.237 5.378
H 1.245 7.363 5.246
H 1.906 8.202 3.829
H 3.921 4.322 2.690
H 0.317 6.450 3.551
H -1.997 4.583 3.993
H -3.149 5.683 3.208
H -1.658 6.322 3.913
H -2.369 3.296 1.787
H -1.874 4.004 0.256
H -3.269 4.668 1.125
H -0.830 7.335 1.718
H -2.437 6.916 1.076
H -0.969 6.400 0.218
O -2.091 0.970 0.516
H -2.255 1.266 -0.403
H -1.382 1.588 0.775
Cl 2.728 -0.514 -1.861
C 4.022 0.376 -2.651
Cl 5.598 0.198 -1.826
H 3.772 1.428 -2.651
H 4.136 0.000 -3.655
O -1.863 2.091 -2.120
C -0.828 1.954 -2.803
O 0.023 1.032 -2.752
C -0.592 3.019 -3.873
C 0.633 3.108 -4.506
C 0.808 4.042 -5.512
C -0.213 4.866 -5.933
C -1.426 4.749 -5.289
C -1.630 3.852 -4.257
N -2.541 5.613 -5.738
O -2.362 6.311 -6.714
O -3.569 5.578 -5.111
N 2.124 4.157 -6.178
O 3.020 3.454 -5.783
O 2.236 4.950 -7.086
H 1.431 2.439 -4.215
H -0.068 5.572 -6.732
H -2.583 3.774 -3.749

Here are the Löwdin charges for atoms 1 to 6, given in e: 0.8864 -0.2866 1.0945 -0.3387 -0.0933 -0.1011

=====

No. 2
ORCA calculation (wB97M-V/def2-TZVPD) on C52H48F4N5NiO5Sb2 as an isolated structure.

Summary:
2S+1: 3
<S²>: 2.0045
E_tot: -5048.32524 hartree
Total charge: +1
ΔE to the lowest compared entry with this formula, charge and spin: 0.0 kJ/mol

Element x y z (Å)
Ni -1.131 1.740 0.351
F 4.430 -2.353 0.575
C 4.362 -1.022 0.356
C 3.136 -0.437 0.261
C 3.022 0.936 0.055
C 1.704 1.535 -0.159
O 0.693 0.804 -0.097
C 1.705 2.934 -0.428
C 2.867 3.636 -0.322
N 4.077 3.091 -0.093
C 5.247 3.927 0.064
C 6.235 4.044 -1.063
C 5.363 5.206 -0.694
C 4.185 1.710 0.030
C 5.436 1.088 0.101
C 5.548 -0.284 0.242
N 6.832 -0.885 0.223
C 6.997 -2.317 0.002
C 8.477 -2.575 -0.324
N 9.053 -1.306 -0.885
C 9.164 -0.258 0.192
C 7.896 -0.342 1.052
C 0.497 3.713 -0.869
O 0.622 4.882 -1.188
O -0.609 3.044 -0.928
H 2.246 -1.049 0.357
H 2.822 4.709 -0.439
H 5.640 3.911 1.074
H 5.998 3.527 -1.985
H 7.289 4.077 -0.819
H 4.577 5.478 -1.385
H 5.803 6.045 -0.175
H 6.327 1.693 0.011
H 6.371 -2.612 -0.837
H 6.715 -2.933 0.858
H 8.587 -3.376 -1.049
H 9.062 -2.825 0.559
H 8.401 -0.962 -1.593
H 9.956 -1.467 -1.326
H 9.266 0.707 -0.300
H 10.063 -0.459 0.771
H 7.632 0.644 1.419
H 8.071 -0.980 1.926
C -0.377 -1.855 1.419
C -1.630 -1.526 2.255
C -2.619 -0.571 1.606
Sb -3.617 -1.554 -0.048
C -5.249 -2.465 0.977
C -5.670 -3.686 0.449
C -6.701 -4.398 1.053
C -7.320 -3.891 2.187
C -6.918 -2.669 2.713
C -5.885 -1.963 2.113
C -4.555 0.250 -0.725
C -3.753 1.183 -1.381
C -4.286 2.352 -1.910
C -5.646 2.601 -1.781
C -6.463 1.673 -1.144
C -5.924 0.501 -0.623
Sb -0.173 -2.582 -0.667
C -1.255 -4.423 -0.525
C -2.013 -4.796 0.584
C -2.650 -6.031 0.632
C -2.540 -6.912 -0.434
C -1.775 -6.564 -1.539
C -1.126 -5.335 -1.577
C -1.205 -1.699 -2.352
C -2.136 -2.430 -3.088
C -2.694 -1.896 -4.241
C -2.340 -0.621 -4.670
C -1.412 0.110 -3.946
C -0.832 -0.433 -2.801
H 0.195 -2.649 1.906
H 0.255 -0.964 1.397
H -1.261 -1.064 3.174
H -2.157 -2.437 2.542
H -2.103 0.324 1.207
H -3.346 -0.186 2.315
H -5.189 -4.090 -0.436
H -7.015 -5.350 0.642
H -8.116 -4.449 2.665
H -7.409 -2.270 3.592
H -5.577 -1.012 2.536
H -2.686 0.997 -1.516
H -3.639 3.061 -2.414
H -6.071 3.510 -2.187
H -7.527 1.859 -1.059
H -6.570 -0.215 -0.128
H -2.110 -4.128 1.430
H -3.237 -6.299 1.503
H -3.041 -7.872 -0.400
H -1.681 -7.249 -2.373
H -0.514 -5.084 -2.437
H -2.451 -3.412 -2.754
H -3.416 -2.476 -4.803
H -2.789 -0.204 -5.563
H -1.134 1.110 -4.261
H -0.098 0.151 -2.259
F 1.944 2.645 4.581
C 1.771 2.606 3.263
F 2.860 1.989 2.727
F 1.784 3.864 2.806
C 0.506 1.810 2.866
O 0.317 0.767 3.458
O -0.152 2.352 1.920
N -7.143 6.096 0.738
C -6.207 5.432 0.781
C -5.027 4.598 0.822
C -5.101 3.303 1.316
C -3.956 2.538 1.312
N -2.785 2.974 0.835
C -2.713 4.237 0.395
C -3.807 5.081 0.378
H -6.033 2.898 1.683
H -3.981 1.536 1.701
H -1.754 4.572 0.033
H -3.709 6.091 0.008

Here are the Löwdin charges for atoms 1 to 6, given in e: 0.7340 0.0668 -0.1801 0.0962 -0.0478 -0.2722